(1)
A single C9H11ClO3 molecule, computed with the ωB97M-V functional and the def2-TZVPD basis.

Positions of all 24 atoms, in Å:
Cl: 5.453 0.215 -0.034
O: -2.980 -0.182 1.382
O: -0.371 0.018 0.532
O: -2.240 1.645 -0.614
C: -2.633 -0.611 0.100
C: -2.947 0.473 -0.947
C: 3.034 1.196 0.669
C: -1.155 -1.045 0.041
C: 0.973 -0.023 0.375
C: 3.733 0.125 0.132
C: 1.663 1.121 0.785
C: 1.689 -1.095 -0.150
C: 3.066 -1.016 -0.273
H: -0.889 -1.289 -0.995
H: -2.665 0.107 -1.945
H: 3.559 2.083 0.987
H: 3.618 -1.845 -0.687
H: -4.030 0.661 -0.933
H: -1.018 -1.935 0.671
H: -3.255 -1.488 -0.115
H: 1.192 -1.999 -0.463
H: -2.452 0.610 1.553
H: 1.093 1.943 1.189
H: -2.438 2.329 -1.260

Calculated values
Gap between HOMO and LUMO: 0.333 Eh
HOMO: -8.42 eV
2S+1: 1
Maximum force: 0.86 eV Å⁻¹
SMILES: OC[C@H](O)COc1ccc(Cl)cc1
ΔE to the lowest compared entry with this formula, charge and spin: 3.3 kcal/mol

How is the electron density shared among the atoms? According to natural (NBO), the charges in e are: number 1, Cl, carries 0.00; number 2, O, carries -0.70; number 3, O, carries -0.50; number 4, O, carries -0.73; number 5, C, carries 0.07; number 6, C, carries -0.08; number 7, C, carries -0.21; number 8, C, carries -0.09; number 9, C, carries 0.32; number 10, C, carries -0.07; number 11, C, carries -0.24; number 12, C, carries -0.30; number 13, C, carries -0.20; number 14, H, carries 0.18; number 15, H, carries 0.16; number 16, H, carries 0.23; number 17, H, carries 0.23; number 18, H, carries 0.17; number 19, H, carries 0.18; number 20, H, carries 0.19; number 21, H, carries 0.22; number 22, H, carries 0.48; number 23, H, carries 0.23; number 24, H, carries 0.48

---

(2)
A molecular structure, C9H11ClO3Ru in a non-equilibrium geometry, computed with the ωB97M-V functional and the def2-TZVPD basis.

Positions of all 25 atoms, in Å:
Ru: -0.501 -0.694 0.204
Cl: -2.539 0.588 -0.662
O: 0.515 1.354 1.542
O: 0.371 -2.135 2.717
O: -3.178 -1.243 1.580
C: 0.129 -1.586 1.719
C: 0.357 0.037 -1.819
C: -0.163 1.260 -2.469
C: -2.191 -1.022 0.997
C: 1.688 -1.472 -0.612
C: 1.548 -0.099 -1.012
C: -0.238 -1.290 -1.927
C: -0.097 1.905 2.706
C: 0.564 -2.208 -1.139
H: -1.158 1.968 2.513
H: 0.305 2.888 2.950
H: 0.264 2.142 -1.997
H: 2.527 -1.890 -0.059
H: 0.042 1.343 -3.541
H: -1.101 -1.536 -2.538
H: 0.049 1.239 3.550
H: 1.402 1.727 1.499
H: -1.247 1.299 -2.311
H: 2.245 0.709 -0.813
H: 0.407 -3.283 -1.078

Calculated values
Gap between HOMO and LUMO (spin up / spin down): 0.281 / 0.188 Eh
HOMO (spin up / spin down): -16.33 / -18.04 eV
2S+1: 5
Maximum force: 7.31 eV Å⁻¹
ΔE to the lowest compared entry with this formula, charge and spin: 0.0 kcal/mol
Total charge: +2

How is the electron density shared among the atoms? According to natural (NBO), the charges in e are: number 1, Ru, carries 0.50; number 2, Cl, carries 0.18; number 3, O, carries -0.76; number 4, O, carries -0.31; number 5, O, carries -0.25; number 6, C, carries 0.66; number 7, C, carries 0.00; number 8, C, carries -0.63; number 9, C, carries 0.57; number 10, C, carries -0.13; number 11, C, carries -0.21; number 12, C, carries -0.21; number 13, C, carries -0.26; number 14, C, carries -0.23; number 15, H, carries 0.19; number 16, H, carries 0.22; number 17, H, carries 0.26; number 18, H, carries 0.30; number 19, H, carries 0.30; number 20, H, carries 0.30; number 21, H, carries 0.19; number 22, H, carries 0.51; number 23, H, carries 0.22; number 24, H, carries 0.29; number 25, H, carries 0.30

---

(3)
A molecular structure, C9H11FO12Pb in a non-equilibrium geometry, computed with the ωB97M-V functional and the def2-TZVPD basis.

Positions of all 34 atoms, in Å:
Pb: 3.472 -1.344 0.051
F: -2.560 -0.926 1.266
O: 1.352 -2.023 -1.391
O: -1.215 -1.843 2.787
O: -1.803 -3.649 1.671
O: 1.635 0.091 -1.186
O: 2.618 -3.585 -3.145
O: -2.649 3.480 -2.185
O: -1.603 4.792 -0.765
O: 4.259 -3.086 -1.545
O: 4.861 -3.839 -3.434
O: -1.624 -3.714 3.933
O: -0.458 -0.682 -1.432
O: -1.663 2.655 -0.254
C: -0.932 3.233 0.820
C: -1.297 -1.414 1.413
C: -0.870 4.735 0.430
C: 3.916 -3.492 -2.741
C: -1.466 -3.170 2.887
C: -1.361 -2.760 0.666
C: -2.060 3.579 -1.160
C: 0.874 -0.860 -1.423
C: 0.407 2.564 0.928
H: -1.465 3.107 1.763
H: 0.992 3.012 1.735
H: -1.265 5.348 1.239
H: -0.603 0.266 -1.576
H: -2.132 -2.665 -0.094
H: 0.177 5.005 0.289
H: 0.313 1.523 1.245
H: 1.014 2.569 0.023
H: 2.136 -3.214 -2.388
H: -0.595 -0.592 1.302
H: -0.405 -3.100 0.270

Calculated values
Gap between HOMO and LUMO: 0.223 Eh
HOMO: -9.13 eV
2S+1: 1
Maximum force: 4.52 eV Å⁻¹

How is the electron density shared among the atoms? According to natural (NBO), the charges in e are: number 1, Pb, carries 1.57; number 2, F, carries -0.34; number 3, O, carries -0.82; number 4, O, carries -0.51; number 5, O, carries -0.48; number 6, O, carries -0.80; number 7, O, carries -0.69; number 8, O, carries -0.56; number 9, O, carries -0.49; number 10, O, carries -0.90; number 11, O, carries -0.63; number 12, O, carries -0.55; number 13, O, carries -0.68; number 14, O, carries -0.51; number 15, C, carries 0.07; number 16, C, carries 0.43; number 17, C, carries -0.09; number 18, C, carries 0.95; number 19, C, carries 0.96; number 20, C, carries -0.13; number 21, C, carries 0.98; number 22, C, carries 0.99; number 23, C, carries -0.63; number 24, H, carries 0.19; number 25, H, carries 0.22; number 26, H, carries 0.19; number 27, H, carries 0.51; number 28, H, carries 0.23; number 29, H, carries 0.18; number 30, H, carries 0.21; number 31, H, carries 0.23; number 32, H, carries 0.50; number 33, H, carries 0.17; number 34, H, carries 0.21

---

(4)
A molecular structure, C9H11I2N2 in a non-equilibrium geometry, computed with the ωB97M-V functional and the def2-TZVPD basis.

Positions of all 24 atoms, in Å:
I: -1.145 2.987 0.125
I: 0.761 2.612 3.276
N: 1.845 -1.879 -3.313
N: 0.443 0.581 0.973
C: 1.127 0.021 -1.986
C: -0.341 -0.429 0.138
C: 1.762 -0.553 -3.029
C: -2.493 1.708 2.890
C: -1.604 0.982 2.215
C: 1.418 -2.717 -2.385
C: 0.697 -2.324 -1.238
C: -0.409 1.523 1.613
C: 0.488 -0.930 -1.084
H: 1.121 1.063 0.428
H: 2.173 0.130 -3.802
H: -1.259 -0.006 -0.263
H: -1.700 -0.162 2.054
H: -0.606 -1.246 0.826
H: 1.044 0.017 1.707
H: -3.367 1.271 3.209
H: 0.942 1.143 -2.068
H: -2.426 2.723 3.078
H: -0.006 -2.786 -0.649
H: 1.535 -3.731 -2.720

Calculated values
Gap between HOMO and LUMO: 0.310 Eh
HOMO: -13.06 eV
2S+1: 1
Maximum force: 4.47 eV Å⁻¹
ΔE to the lowest compared entry with this formula, charge and spin: 50.7 kcal/mol
Total charge: +1

How is the electron density shared among the atoms? According to natural (NBO), the charges in e are: number 1, I, carries 0.23; number 2, I, carries 0.21; number 3, N, carries -0.37; number 4, N, carries -0.61; number 5, C, carries -0.32; number 6, C, carries -0.26; number 7, C, carries 0.05; number 8, C, carries -0.26; number 9, C, carries -0.39; number 10, C, carries 0.08; number 11, C, carries -0.26; number 12, C, carries -0.08; number 13, C, carries -0.01; number 14, H, carries 0.46; number 15, H, carries 0.21; number 16, H, carries 0.26; number 17, H, carries 0.23; number 18, H, carries 0.23; number 19, H, carries 0.47; number 20, H, carries 0.22; number 21, H, carries 0.25; number 22, H, carries 0.21; number 23, H, carries 0.22; number 24, H, carries 0.22

---

(5)
A single C9H11IN2O5 molecule, computed with the ωB97M-V functional and the def2-TZVPD basis.

Positions of all 28 atoms, in Å:
I: 1.238 2.451 1.066
O: 1.333 -4.506 0.061
O: -0.105 -1.908 -1.982
O: 1.083 -3.470 -4.031
O: -1.941 2.765 1.519
O: -3.558 -1.065 -0.289
N: -2.712 0.840 0.597
N: -1.304 -0.749 -0.339
C: -0.388 1.228 0.588
C: 0.980 -2.797 -1.709
C: -0.241 0.049 -0.038
C: 0.940 -3.950 -2.725
C: -2.603 -0.373 -0.032
C: -1.700 1.724 0.963
C: -0.730 -3.152 -0.065
C: 0.795 -3.260 -0.242
C: -1.122 -2.028 -1.033
H: -0.009 -4.500 -2.619
H: -1.205 -4.087 -0.364
H: 1.908 -2.237 -1.861
H: 0.466 -2.737 -4.151
H: 0.724 -0.321 -0.352
H: 0.870 -5.200 -0.422
H: -3.661 1.130 0.819
H: -2.084 -2.219 -1.528
H: 1.308 -2.566 0.431
H: -1.025 -2.928 0.956
H: 1.779 -4.628 -2.554

Calculated values
Gap between HOMO and LUMO: 0.341 Eh
HOMO: -8.96 eV
2S+1: 1
Maximum force: 0.95 eV Å⁻¹
SMILES: O=c1[nH]c(=O)n([C@@H]2C[C@@H](O)[C@@H](CO)O2)cc1I
ΔE to the lowest compared entry with this formula, charge and spin: 1.3 kcal/mol

How is the electron density shared among the atoms? According to natural (NBO), the charges in e are: number 1, I, carries 0.19; number 2, O, carries -0.69; number 3, O, carries -0.53; number 4, O, carries -0.70; number 5, O, carries -0.57; number 6, O, carries -0.62; number 7, N, carries -0.63; number 8, N, carries -0.45; number 9, C, carries -0.34; number 10, C, carries 0.04; number 11, C, carries 0.06; number 12, C, carries -0.09; number 13, C, carries 0.79; number 14, C, carries 0.61; number 15, C, carries -0.47; number 16, C, carries 0.08; number 17, C, carries 0.26; number 18, H, carries 0.15; number 19, H, carries 0.22; number 20, H, carries 0.20; number 21, H, carries 0.47; number 22, H, carries 0.23; number 23, H, carries 0.47; number 24, H, carries 0.44; number 25, H, carries 0.23; number 26, H, carries 0.19; number 27, H, carries 0.24; number 28, H, carries 0.20